Below is a cluster of 11 separate species, C28H56Br10O6 in total, with properties calculated with the ωB97M-V functional and the def2-TZVPD basis.

The geometry in XYZ format:
```
100
Properties=species:S:1:pos:R:3:mulliken_charge:R:1
C -13.44 -20.38 -9.29 -0.4495
C -12.79 -21.15 -10.39 0.7152
C -11.64 -22.06 -9.89 -1.2308
O -13.14 -21.05 -11.53 -0.5709
H -14.51 -20.59 -9.33 0.2036
H -13.36 -19.28 -9.42 -0.0318
H -13.10 -20.73 -8.30 0.3208
H -11.12 -22.42 -10.79 0.2830
H -12.04 -22.92 -9.35 0.4021
H -10.92 -21.49 -9.32 0.3369
C -8.92 -15.95 -4.91 -1.2017
C -9.52 -14.87 -5.81 0.7518
C -11.01 -14.70 -5.77 -0.5305
O -8.77 -14.31 -6.58 -0.4834
H -9.13 -15.80 -3.86 0.4475
H -7.85 -16.03 -5.21 0.2737
H -9.41 -16.90 -5.18 0.2368
H -11.27 -13.83 -6.35 0.0327
H -11.48 -14.65 -4.77 0.4391
H -11.39 -15.57 -6.31 0.0360
C -12.35 -13.61 -13.91 -1.0650
C -11.64 -12.68 -12.99 0.7703
C -10.99 -11.45 -13.60 -1.2735
O -11.59 -12.89 -11.79 -0.2072
H -12.66 -14.52 -13.40 0.0127
H -11.73 -13.87 -14.75 0.4062
H -13.22 -13.16 -14.37 0.3718
H -10.34 -10.97 -12.89 0.2749
H -11.74 -10.70 -13.86 0.3210
H -10.43 -11.77 -14.49 0.4031
C -13.99 -10.56 -10.97 0.3196
C -14.80 -9.52 -10.23 0.5217
C -15.89 -10.17 -9.35 -0.7194
O -14.68 -8.34 -10.34 -0.5687
H -14.48 -11.54 -10.85 -0.1055
H -13.01 -10.66 -10.54 -0.3652
H -13.96 -10.30 -12.03 0.2898
H -15.45 -10.90 -8.65 0.1053
H -16.56 -10.80 -9.96 0.1514
H -16.49 -9.45 -8.81 0.3697
C -15.61 -13.45 -3.61 -0.9451
C -16.45 -12.39 -4.25 0.7817
C -15.79 -11.18 -4.85 -0.8436
O -17.63 -12.58 -4.36 -0.5594
H -15.84 -14.40 -4.07 0.2348
H -15.88 -13.58 -2.57 0.3929
H -14.54 -13.21 -3.63 0.2278
H -16.54 -10.48 -5.25 0.2774
H -15.09 -11.49 -5.66 0.0514
H -15.19 -10.69 -4.06 0.3801
C -9.91 -11.17 -9.05 -0.1305
C -9.42 -10.12 -8.09 0.6088
C -8.13 -10.43 -7.32 -0.8857
O -10.00 -9.08 -7.94 -0.5739
H -10.37 -12.03 -8.54 -0.0900
H -9.15 -11.65 -9.65 0.2490
H -10.70 -10.78 -9.68 -0.0111
H -7.33 -10.52 -8.03 0.3096
H -8.30 -11.41 -6.85 0.1262
H -7.98 -9.68 -6.54 0.3021
Br -10.13 -17.71 -8.19 -0.2245
C -8.68 -16.57 -8.97 -0.7424
C -9.17 -15.30 -9.62 0.0031
Br -7.69 -14.22 -10.26 -0.1509
H -8.16 -17.24 -9.64 0.5546
H -8.13 -16.35 -8.06 0.3713
H -9.81 -14.75 -8.96 -0.1270
H -9.71 -15.64 -10.52 0.2800
Br -18.23 -20.92 -7.58 -0.1461
C -17.18 -19.32 -7.87 -0.6532
C -16.16 -19.14 -6.78 -0.6005
Br -15.14 -17.50 -7.15 -0.0710
H -17.86 -18.50 -7.91 0.4197
H -16.69 -19.37 -8.83 0.3344
H -15.42 -19.94 -6.74 0.3534
H -16.63 -19.01 -5.78 0.4314
Br -10.24 -19.14 -11.93 -0.1448
C -11.11 -19.61 -13.59 -0.5973
C -12.38 -18.81 -13.84 -0.3252
Br -13.21 -19.16 -15.56 -0.1534
H -11.26 -20.67 -13.45 0.3458
H -10.38 -19.39 -14.33 0.4953
H -12.11 -17.76 -13.83 0.1651
H -13.10 -18.98 -13.04 0.2337
Br -19.42 -12.08 -8.42 -0.1232
C -18.04 -13.45 -8.79 -0.2738
C -18.02 -13.84 -10.25 -0.5750
Br -16.76 -15.32 -10.80 -0.1658
H -18.26 -14.27 -8.15 0.4782
H -17.10 -12.95 -8.49 -0.0890
H -17.76 -12.98 -10.87 0.3043
H -18.99 -14.12 -10.55 0.4577
Br -12.76 -16.41 -11.18 -0.0939
C -13.19 -15.68 -9.45 0.2035
C -13.34 -14.19 -9.57 0.0346
Br -13.93 -13.41 -7.89 -0.1906
H -12.45 -16.00 -8.72 0.1321
H -14.12 -16.17 -9.20 -0.1552
H -14.11 -13.94 -10.29 0.2323
H -12.40 -13.74 -9.85 -0.1235
```

Calculated values
E_HOMO = -9.34 eV
orbital gap = 9.404 eV
total charge = 0
M = 1287.8 Da

=====

Below is a structure of composition C41H41N4O5RuS2, with properties calculated with the ωB97M-V functional and the def2-TZVPD basis.

The geometry in XYZ format:
```
94
Properties=species:S:1:pos:R:3:mulliken_charge:R:1
Ru -0.67 0.66 -1.41 2.2810
N -0.50 2.43 -2.93 -0.5579
N -0.85 3.59 -2.20 -0.1786
C -1.48 3.44 -0.95 0.1461
O -2.11 4.35 -0.48 -0.6192
O -1.26 2.28 -0.36 0.1603
H 0.45 2.51 -3.28 0.3104
H -1.14 2.27 -3.71 0.3504
H -1.15 4.39 -2.74 0.2737
C 6.04 5.85 -2.26 -1.4390
C 5.00 4.92 -1.70 0.9743
C 4.11 5.36 -0.72 -0.9477
C 3.15 4.50 -0.20 -0.7504
C 3.10 3.19 -0.66 0.0605
C 3.97 2.73 -1.64 -0.3255
C 4.91 3.60 -2.16 -0.7619
S 1.87 2.15 0.03 1.6324
O 1.47 1.18 -1.13 -0.8717
C 2.76 1.09 1.14 0.9472
C 4.16 1.10 1.25 -0.8882
C 4.77 0.21 2.09 -1.3621
C 4.02 -0.71 2.85 0.6015
C 4.65 -1.62 3.73 -1.0428
C 3.91 -2.48 4.49 -0.6951
C 2.50 -2.48 4.40 -0.9370
C 1.86 -1.62 3.55 -0.7666
C 2.60 -0.71 2.74 0.7823
C 1.98 0.21 1.86 -0.3805
C 0.49 0.15 1.71 0.1939
C -0.36 1.02 2.46 1.0752
C 0.18 2.00 3.33 -1.1703
C -0.65 2.85 4.00 -0.9775
C -2.05 2.76 3.85 -0.9134
C -2.60 1.81 3.03 -1.0208
C -1.76 0.92 2.32 0.7520
C -2.31 -0.07 1.47 -0.8406
C -1.51 -0.92 0.77 -0.2710
C -0.09 -0.79 0.89 0.3480
S 0.92 -1.71 -0.25 0.6459
O 0.19 -1.31 -1.57 -0.5190
C 0.40 -3.38 0.04 0.5819
C -0.64 -3.95 -0.67 -0.5248
C -1.00 -5.26 -0.39 -0.8978
C -0.33 -6.00 0.58 0.8696
C -0.70 -7.43 0.85 -1.5184
C 0.72 -5.40 1.27 -0.9506
C 1.10 -4.09 1.00 -0.5357
H 5.90 6.87 -1.91 0.3672
H 6.02 5.84 -3.35 0.3706
H 7.04 5.52 -1.95 0.3189
H 4.16 6.38 -0.37 0.3421
H 2.44 4.85 0.54 0.5325
H 3.91 1.71 -2.00 0.5305
H 5.59 3.26 -2.92 0.4303
H 4.75 1.81 0.68 0.5934
H 5.85 0.21 2.18 0.4535
H 5.73 -1.61 3.80 0.4874
H 4.40 -3.17 5.16 0.4391
H 1.92 -3.15 5.01 0.5158
H 0.78 -1.62 3.50 0.5288
H 1.25 2.07 3.46 0.6255
H -0.24 3.60 4.66 0.5080
H -2.69 3.45 4.38 0.4305
H -3.67 1.73 2.92 0.5015
H -3.39 -0.17 1.41 0.4611
H -1.92 -1.72 0.16 0.4635
H -1.14 -3.39 -1.44 0.4955
H -1.80 -5.72 -0.95 0.4125
H -1.72 -7.64 0.54 0.3754
H -0.60 -7.67 1.91 0.3965
H -0.03 -8.10 0.31 0.3102
H 1.26 -5.96 2.02 0.4434
H 1.93 -3.64 1.54 0.5613
C -4.54 1.43 -1.12 -0.7817
N -4.61 0.12 -1.78 0.3244
C -5.92 -0.54 -1.81 -0.6264
C -6.06 -1.38 -3.06 -0.7858
C -4.87 -2.32 -3.17 -0.6074
N -3.62 -1.56 -3.04 0.3502
C -2.47 -2.08 -3.78 -1.0901
C -3.55 -0.38 -2.43 0.1912
O -2.46 0.30 -2.48 -1.0517
H -4.76 2.23 -1.82 0.3287
H -3.56 1.60 -0.68 -0.0322
H -5.28 1.44 -0.33 0.4469
H -6.68 0.24 -1.78 0.5011
H -6.04 -1.15 -0.91 0.2381
H -6.10 -0.73 -3.93 0.3180
H -6.98 -1.95 -3.02 0.3754
H -4.86 -2.81 -4.14 0.4697
H -4.91 -3.09 -2.40 0.2673
H -2.54 -3.16 -3.80 0.4381
H -1.54 -1.79 -3.31 0.2043
H -2.47 -1.72 -4.81 0.3046
```

Calculated values
E_HOMO (spin up / spin down) = -13.12 / -13.13 eV
orbital gap (spin up / spin down) = 7.967 / 6.106 eV
total charge = +2
<S²> = 8.758
M = 835.0 Da
multiplicity = 6

=====

Below is the molecule C10H11BrO, with properties calculated with the ωB97M-V functional and the def2-TZVPD basis.

The geometry in XYZ format:
```
23
Properties=species:S:1:pos:R:3:mulliken_charge:R:1
O -1.50 -0.70 -1.07 -0.5382
C -0.24 -0.10 -0.99 0.3253
Br -0.04 0.98 -2.71 -0.2176
C -0.12 0.77 0.21 0.4791
C -0.53 2.10 0.20 -0.4386
C -0.51 2.84 1.36 -0.3823
C -0.24 2.27 2.56 -0.5192
C 0.04 0.90 2.56 -0.4618
C 0.17 0.16 1.41 -0.4790
C 0.81 -1.23 -1.37 -0.2442
C 0.82 -2.61 -0.80 -0.6335
C 0.32 -2.36 -2.22 -0.5431
H -2.12 -0.06 -0.69 0.4467
H -0.72 2.66 -0.63 0.4418
H -0.88 3.86 1.08 0.2768
H -0.14 2.82 3.53 0.3220
H 0.38 0.43 3.48 0.3130
H 0.41 -0.90 1.40 0.3205
H 1.80 -0.76 -1.52 0.5599
H 0.15 -2.84 0.03 0.2430
H 1.81 -3.11 -0.48 0.2211
H 1.06 -2.80 -2.97 0.2307
H -0.72 -2.32 -2.39 0.2777
```

Calculated values
E_HOMO = -9.57 eV
orbital gap = 10.293 eV
total charge = 0
M = 227.1 Da

=====

Below is a structure of composition C5H10O, with properties calculated with the ωB97M-V functional and the def2-TZVPD basis.

The geometry in XYZ format:
```
16
Properties=species:S:1:pos:R:3:mulliken_charge:R:1
C -2.15 -0.05 0.25 -1.2553
C -0.97 0.07 -0.69 0.5011
O -0.86 1.16 -1.42 -0.7882
C 0.49 0.15 0.47 -0.2408
C 1.52 -0.92 0.18 -0.5623
C 1.92 0.48 -0.05 -0.5828
H -2.24 0.86 0.86 0.3009
H -2.10 -0.93 0.90 0.3304
H -3.04 -0.12 -0.38 0.3618
H -0.73 -0.90 -1.17 0.2907
H 0.07 0.96 -0.37 0.1580
H 0.27 0.39 1.51 0.4184
H 1.93 -1.43 1.04 0.2509
H 1.34 -1.56 -0.69 0.2562
H 1.97 0.84 -1.08 0.3043
H 2.58 0.98 0.65 0.2567
```

Calculated values
E_HOMO = -8.87 eV
orbital gap = 9.888 eV
total charge = 0
M = 86.1 Da

=====

Energy / eV: -742654.6851; -83619.2133; -82636.5642; -7390.1539
Max |F| / hartree/bohr: 0.0458; 0.0115; 0.0661; 0.0082